No. 1
C20H31Br4Mn2N3O10 | wB97M-V/def2-TZVPD

The spin multiplicity is 11. As for the HOMO energy (spin up / spin down): -0.2829 / -0.2823 Ha. The calculation puts the electronic energy at -388997.012 eV. As for the maximum force: 7.12 eV/Å. As for the molar mass: 902.97 g/mol. The value obtained for the HOMO-LUMO gap (spin up / spin down) is 0.1898 / 0.1723 Eh.

Geometry as XYZ:
```
70
C20H31Br4Mn2N3O10, DFT wB97M-V/def2-TZVPD
Mn 20.52 13.08 -12.74
Mn 22.55 10.62 -14.66
C 25.95 12.64 -13.23
C 24.56 12.70 -13.42
C 23.72 13.46 -12.39
O 22.51 13.55 -12.61
C 24.34 13.85 -11.18
C 25.71 13.67 -10.94
C 26.54 13.06 -12.01
O 27.69 12.82 -11.82
O 26.20 14.12 -9.91
O 24.04 12.00 -14.31
H 26.61 12.20 -13.96
H 23.66 14.23 -10.42
C 20.11 11.50 -14.81
O 20.46 10.30 -15.22
O 19.20 11.83 -13.93
O 21.22 12.17 -14.54
C 23.22 11.15 -17.85
O 23.03 10.85 -16.69
N 24.42 11.47 -18.30
C 24.66 12.27 -19.50
C 25.56 11.36 -17.43
H 22.46 11.17 -18.64
H 25.16 11.67 -20.26
H 25.35 13.08 -19.26
H 23.74 12.73 -19.84
H 26.48 11.27 -18.01
H 25.72 12.25 -16.81
H 25.45 10.46 -16.84
C 15.81 10.26 -16.54
O 14.68 10.64 -16.71
N 16.40 9.27 -17.25
C 17.74 8.82 -17.00
C 15.73 8.61 -18.35
H 16.49 10.70 -15.79
H 17.74 7.75 -16.81
H 18.17 9.46 -16.22
H 18.43 9.07 -17.82
H 15.71 7.53 -18.21
H 14.75 9.06 -18.49
H 16.28 8.77 -19.29
C 17.92 11.63 -20.22
O 17.65 11.51 -21.40
N 19.04 12.23 -19.74
C 19.29 12.34 -18.31
C 20.11 12.60 -20.65
H 17.28 11.24 -19.42
H 18.40 12.62 -17.73
H 20.04 13.10 -18.12
H 19.60 11.38 -17.86
H 20.95 11.88 -20.58
H 19.75 12.66 -21.67
H 20.55 13.56 -20.37
Br 20.33 5.32 -13.13
C 20.41 7.28 -12.94
C 19.30 7.96 -13.68
Br 17.55 7.17 -13.37
H 21.43 7.60 -13.14
H 20.39 7.38 -11.86
H 19.47 8.03 -14.75
H 19.21 9.03 -13.44
Br 22.20 14.61 -18.25
C 22.39 14.83 -16.31
C 23.83 14.89 -15.88
Br 24.58 16.61 -16.42
H 22.00 13.85 -15.98
H 21.70 15.53 -15.85
H 24.49 14.18 -16.36
H 23.85 14.78 -14.80
```


No. 2
C5H13N4O | wB97M-V/def2-TZVPD

Its charge is +1. As for the HOMO energy (spin up / spin down): -0.4403 / -0.4403 Ha. The calculation puts the electronic energy at -13392.547 eV. Its energy above the lowest of the compared OMol25 structures with the same formula, charge and spin is 479.90 kJ/mol. As for the maximum force: 6.30 eV/Å. As for the molar mass: 145.19 g/mol. The value obtained for the HOMO-LUMO gap (spin up / spin down) is 0.3144 / 0.3144 Eh.

Geometry as XYZ:
```
23
C5H13N4O, DFT wB97M-V/def2-TZVPD
C 1.44 1.23 -1.52
C -0.01 0.66 -1.55
C -0.52 0.44 -0.22
C 1.53 0.25 1.78
C 2.41 -0.97 1.37
N 1.95 1.25 -0.37
N 1.27 1.03 0.62
N -1.60 0.23 0.45
N -3.74 -0.26 -1.10
O 1.45 -1.89 0.74
H 1.93 1.63 -2.38
H -0.52 1.40 -2.16
H 0.07 -0.20 -2.14
H 0.60 0.14 2.26
H 2.07 0.65 2.56
H 2.52 -1.39 2.40
H 3.36 -0.75 0.85
H -2.59 0.06 -0.11
H -1.69 0.35 1.44
H -3.25 0.09 -1.87
H -4.71 0.03 -0.98
H -3.77 -1.21 -0.90
H 1.80 -2.78 0.83
```


No. 3
C18H21BF5FeNSe2Te2 | wB97M-V/def2-TZVPD

Its charge is -1. The spin multiplicity is 6. As for the HOMO energy (spin up / spin down): -0.1771 / -0.1821 Ha. The calculation puts the electronic energy at -214438.704 eV. Its energy above the lowest of the compared OMol25 structures with the same formula, charge and spin is 0.00 kJ/mol. As for the maximum force: 0.40 eV/Å. As for the molar mass: 826.14 g/mol. The value obtained for the HOMO-LUMO gap (spin up / spin down) is 0.2456 / 0.1971 Eh.

Geometry as XYZ:
```
51
C18H21BF5FeNSe2Te2, DFT wB97M-V/def2-TZVPD
Fe -0.23 0.69 -0.32
C 3.88 0.15 -1.15
C 2.96 -0.97 -1.62
C 3.74 -2.26 -1.87
C 2.16 -0.56 -2.84
C 2.83 -0.24 -4.02
C 2.13 0.14 -5.15
C 0.75 0.23 -5.11
C 0.04 -0.06 -3.95
C -1.47 0.06 -3.94
C -1.94 1.41 -4.46
C -2.11 -1.07 -4.75
C 0.76 -0.47 -2.81
N 0.07 -0.76 -1.60
C -0.31 -2.07 -1.43
C -0.03 -3.13 -2.32
C -0.45 -4.42 -2.06
C -1.16 -4.74 -0.91
C -1.46 -3.71 -0.01
C -1.03 -2.44 -0.29
F -1.32 -1.45 0.60
H 4.42 -0.14 -0.25
H 3.32 1.06 -0.92
H 4.62 0.40 -1.92
H 2.24 -1.16 -0.82
H 4.50 -2.11 -2.64
H 3.08 -3.06 -2.20
H 4.24 -2.58 -0.96
H 3.91 -0.30 -4.05
H 2.66 0.39 -6.07
H 0.21 0.55 -5.99
H -1.81 -0.04 -2.91
H -1.69 1.55 -5.52
H -1.50 2.24 -3.89
H -3.02 1.49 -4.35
H -1.81 -1.01 -5.81
H -3.20 -1.00 -4.70
H -1.81 -2.05 -4.37
H 0.53 -2.91 -3.22
H -0.21 -5.20 -2.77
H -1.49 -5.75 -0.71
H -2.02 -3.89 0.90
Se 1.03 0.66 1.77
Te 0.54 3.05 2.30
Te 1.53 4.15 0.03
Se 0.63 2.61 -1.63
F -2.21 1.12 -0.28
B -3.23 2.01 -0.91
F -4.05 2.46 0.10
F -3.91 1.22 -1.84
F -2.53 3.04 -1.53
```


No. 4
C3H6S3 | wB97M-V/def2-TZVPD

As for the HOMO energy: -0.3139 Ha. The calculation puts the electronic energy at -35711.944 eV. Its energy above the lowest of the compared OMol25 structures with the same formula, charge and spin is 184.72 kJ/mol. As for the maximum force: 3.60 eV/Å. As for the molar mass: 138.28 g/mol. As for the SMILES: S=C/C=C/S.S. The value obtained for the HOMO-LUMO gap is 0.2877 Eh.

Geometry as XYZ:
```
12
C3H6S3, DFT wB97M-V/def2-TZVPD
S 4.02 0.94 0.15
C 2.42 1.00 -0.17
C 1.60 -0.11 0.17
C 0.55 -0.59 -0.53
S -0.55 -1.87 -0.32
H 1.90 1.94 -0.72
H 2.00 -0.74 1.01
H 0.35 0.06 -1.41
H 0.30 -2.55 0.40
S -1.87 1.43 0.03
H -2.07 0.40 0.79
H -1.51 2.17 1.10
```


No. 5
CH3NS2 | wB97M-V/def2-TZVPD

As for the HOMO energy: -0.3301 Ha. The calculation puts the electronic energy at -24245.255 eV. Its energy above the lowest of the compared OMol25 structures with the same formula, charge and spin is 83.07 kJ/mol. As for the maximum force: 2.04 eV/Å. As for the molar mass: 93.18 g/mol. As for the SMILES: S=CNS. The value obtained for the HOMO-LUMO gap is 0.3369 Eh.

Geometry as XYZ:
```
7
CH3NS2, DFT wB97M-V/def2-TZVPD
S 2.16 0.00 -0.06
C 0.58 -0.36 0.09
N -0.48 0.54 0.23
S -2.01 -0.07 -0.15
H 0.16 -1.35 0.14
H -0.26 1.49 -0.01
H -2.43 -0.65 0.98
```


No. 6
C2H2ClNO | wB97M-V/def2-TZVPD

As for the HOMO energy: -0.3743 Ha. The calculation puts the electronic energy at -18163.996 eV. Its energy above the lowest of the compared OMol25 structures with the same formula, charge and spin is 132.95 kJ/mol. As for the maximum force: 4.26 eV/Å. As for the molar mass: 91.50 g/mol. As for the SMILES: O=C1N[C@@H]1Cl. The value obtained for the HOMO-LUMO gap is 0.3951 Eh.

Geometry as XYZ:
```
7
C2H2ClNO, DFT wB97M-V/def2-TZVPD
O 1.12 1.76 0.08
C 0.61 0.73 -0.06
N 0.77 -0.51 -0.51
C -0.46 -0.12 0.56
Cl -2.13 -0.34 -0.15
H 0.41 -0.86 -1.33
H -0.32 -0.67 1.40
```


Question: Which formula does entry 6 have?
Answer: C2H2ClNO